18
Properties=species:S:1:pos:R:3 method="wB97M-V/def2-TZVPD" e_tot_ev=-10891.421 charge=+1 de_lowest_kcal_mol=28.6 lumo_ev=-3.30 multiplicity=1
Cs 0.69 0.28 2.60
C 2.32 1.27 -0.71
C 2.06 -0.09 -1.33
O 2.32 -0.94 -0.23
H 2.11 2.02 -1.48
H 3.34 1.40 -0.37
H 1.68 1.53 0.13
H 2.52 -0.32 -2.29
H 0.99 -0.08 -1.55
H 3.27 -1.00 -0.08
C -2.18 -0.15 0.52
O -1.21 0.56 0.40
N -3.47 0.18 0.57
N -2.16 -1.40 0.78
H -3.81 1.11 0.36
H -4.14 -0.55 0.74
H -1.32 -1.86 1.11
H -3.00 -1.95 0.84

=====

16
Properties=species:S:1:pos:R:3 method="wB97M-V/def2-TZVPD" e_tot_ev=-22143.313 smiles="C[NH+](C)C=[PH2]I" charge=+1 de_lowest_kcal_mol=40.1 lumo_ev=-3.83 multiplicity=1
C 0.05 -1.61 0.53
C 0.95 0.11 -0.95
C -0.47 0.83 1.03
N 0.42 -0.18 0.42
P -1.82 1.47 0.09
I -3.50 0.05 -0.94
H -0.13 -1.96 1.65
H -0.77 -1.83 -0.01
H 0.75 -2.14 -0.03
H 0.21 -0.06 -1.77
H 1.48 1.17 -0.91
H 1.78 -0.71 -1.13
H -1.68 2.28 -1.01
H -0.80 0.45 2.01
H 1.20 0.09 1.00
H -2.41 2.30 1.09

=====

15
Properties=species:S:1:pos:R:3 method="wB97M-V/def2-TZVPD" e_tot_ev=-19280.856 charge=-1 lumo_ev=3.16 multiplicity=1
S 2.27 -1.69 -0.17
C 1.98 0.10 -0.12
C 0.65 0.51 0.53
C -0.49 0.72 -0.48
In -2.39 -0.25 0.21
H 1.17 -2.01 -0.86
H 2.05 0.49 -1.13
H 2.85 0.47 0.44
H 0.40 -0.25 1.27
H 0.81 1.43 1.10
H -0.21 0.30 -1.45
H -0.66 1.78 -0.64
H -2.42 -0.03 1.99
H -3.82 0.43 -0.58
H -2.20 -2.00 -0.12

=====

14
Properties=species:S:1:pos:R:3 method="wB97M-V/def2-TZVPD" e_tot_ev=-4754.526 charge=+1 de_lowest_kcal_mol=53.9 lumo_ev=-3.55 multiplicity=1
C -2.07 0.28 -0.01
C 2.04 0.09 -0.01
C -0.45 -0.78 0.00
N 0.57 0.34 -0.01
H -1.95 1.03 -0.86
H -2.81 -0.50 -0.21
H -2.11 0.85 1.00
H 2.07 -0.93 0.35
H 2.50 0.24 -0.94
H 2.47 0.79 0.85
H -0.36 -1.34 -0.93
H -0.53 -1.28 0.88
H 0.21 0.84 0.79
H 0.20 0.95 -0.76

=====

14
Properties=species:S:1:pos:R:3 method="wB97M-V/def2-TZVPD" s_squared=0.754 e_tot_ev=-4741.227 charge=+2 de_lowest_kcal_mol=22.3 lumo_ev="-9.56 / -13.62" multiplicity=2
N -1.32 -0.69 1.88
H -0.66 -1.40 2.15
H -2.11 -1.09 1.33
H -1.10 0.20 1.33
H -1.66 -0.40 2.78
C 0.61 1.47 -1.33
C 1.01 0.17 -0.84
C 0.28 -0.86 -0.35
H 1.37 2.21 -1.49
H -0.23 1.88 -0.73
H 0.15 1.43 -2.31
H 2.11 0.02 -0.53
H 0.72 -1.68 0.12
H -0.78 -1.04 -0.70

=====

15
Properties=species:S:1:pos:R:3 method="wB97M-V/def2-TZVPD" e_tot_ev=-6253.074 smiles=C[C@H](N)CN de_lowest_kcal_mol=8.2 lumo_ev=1.13 multiplicity=1
N 1.23 0.92 -0.50
C 0.15 0.40 0.30
C -0.83 1.46 0.79
C -0.53 -0.89 -0.22
N 0.46 -1.90 -0.55
H 1.03 0.97 -1.49
H 2.11 0.47 -0.31
H 0.59 0.05 1.24
H -1.44 1.05 1.60
H -0.27 2.30 1.19
H -1.46 1.82 -0.02
H -1.14 -0.64 -1.09
H -1.12 -1.30 0.60
H 0.35 -2.78 -0.09
H 0.88 -1.94 -1.46

=====

15
Properties=species:S:1:pos:R:3 method="wB97M-V/def2-TZVPD" e_tot_ev=-6253.069 smiles="[H]/N=C/N.CC" de_lowest_kcal_mol=8.3 lumo_ev=1.02 multiplicity=1
C 0.33 0.34 1.81
C 0.40 1.85 1.74
H 0.52 -0.05 2.81
H -0.61 -0.03 1.41
H 1.08 -0.12 1.17
H -0.28 2.38 2.41
H 0.16 2.20 0.73
H 1.38 2.27 1.99
N -0.36 -1.70 -1.03
C -0.57 -1.30 -2.33
N 0.16 -0.46 -2.92
H -1.19 -1.80 -0.47
H 0.47 -1.32 -0.60
H -1.38 -1.86 -2.81
H -0.12 -0.40 -3.90

=====

15
Properties=species:S:1:pos:R:3 method="wB97M-V/def2-TZVPD" e_tot_ev=-6252.110 smiles=CCNCN de_lowest_kcal_mol=30.4 lumo_ev=1.15 multiplicity=1
C -2.14 0.04 0.29
C -0.68 0.64 0.20
N -0.06 -0.36 -0.70
C 1.42 -0.21 -0.83
N 2.21 -0.49 0.34
H -2.29 -1.00 0.04
H -2.86 0.73 -0.16
H -2.35 -0.13 1.35
H -0.86 1.63 -0.22
H -0.25 0.77 1.22
H -0.06 -1.30 -0.30
H 1.59 0.85 -1.15
H 1.77 -0.77 -1.70
H 1.67 -0.65 1.18
H 2.89 0.24 0.43

=====

15
Properties=species:S:1:pos:R:3 method="wB97M-V/def2-TZVPD" e_tot_ev=-6250.607 smiles="C=N.CNC" de_lowest_kcal_mol=65.1 lumo_ev=0.88 multiplicity=1
C 2.22 0.81 -2.37
N 1.29 1.34 -3.09
H 3.23 1.02 -2.91
H 2.06 -0.01 -1.72
H 0.39 1.21 -2.68
C -1.52 0.63 1.67
N -0.87 -0.17 0.61
C -0.58 -1.63 1.00
H -2.37 0.90 1.08
H -1.48 0.07 2.55
H -1.03 1.55 1.99
H 0.07 0.31 0.40
H -0.37 -1.67 2.07
H 0.34 -1.99 0.60
H -1.40 -2.37 0.80

=====

15
Properties=species:S:1:pos:R:3 method="wB97M-V/def2-TZVPD" e_tot_ev=-6252.977 smiles=NCCCN de_lowest_kcal_mol=10.4 lumo_ev=1.15 multiplicity=1
N 1.55 1.37 1.19
C 0.89 0.15 0.69
C -0.27 0.54 -0.21
C -1.27 -0.58 -0.46
N -1.03 -1.35 -1.71
H 2.41 1.15 1.66
H 0.97 1.91 1.82
H 1.67 -0.38 0.13
H 0.51 -0.46 1.51
H 0.03 0.99 -1.16
H -0.82 1.32 0.33
H -1.38 -1.21 0.42
H -2.28 -0.19 -0.59
H -0.80 -2.31 -1.49
H -0.19 -0.96 -2.15